[1]
{"formula": "C10H22AlBrO5PS2", "method": "ωB97M-V with the def2-TZVPD basis set", "elements": ["C", "C", "Al", "P", "O", "Br", "H", "H", "H", "H", "H", "H", "C", "C", "C", "S", "O", "O", "C", "H", "H", "H", "H", "H", "H", "H", "H", "C", "C", "C", "S", "O", "O", "C", "H", "H", "H", "H", "H", "H", "H", "H"], "xyz": [[3.14458, 1.76677, -2.61743], [4.09619, 1.39219, -1.75424], [5.52260, 2.54273, -0.95517], [5.69471, 4.65736, -2.21434], [4.80047, 4.37579, -3.62435], [4.09671, 5.88845, -1.17983], [3.00557, 2.80470, -2.90668], [2.45115, 1.05755, -3.07738], [4.06991, 0.31837, -1.53394], [6.98194, 1.83834, -1.12327], [5.27094, 2.94594, 0.59088], [5.12763, 3.56786, -4.03617], [0.53401, -2.13031, 1.36739], [0.15513, -1.25963, 0.16272], [1.41917, -0.51576, -0.27384], [2.81521, -1.55853, 0.18550], [3.59429, -0.89732, 1.19720], [3.45384, -2.11548, -0.97960], [1.82567, -2.83745, 0.98323], [-0.25268, -2.84483, 1.61420], [0.70202, -1.50013, 2.24379], [-0.20585, -1.89394, -0.64926], [-0.64251, -0.56558, 0.40539], [1.48204, -0.33807, -1.34416], [1.55672, 0.42724, 0.25202], [2.40092, -3.22993, 1.81900], [1.65428, -3.61833, 0.24212], [-5.80275, -1.02632, 2.04404], [-6.19763, -0.16409, 0.83660], [-4.94378, 0.59049, 0.38394], [-3.54265, -0.44863, 0.84419], [-2.75440, 0.23189, 1.83801], [-2.92698, -0.98143, -0.34202], [-4.50817, -1.72778, 1.65147], [-6.57997, -1.74489, 2.30103], [-5.62955, -0.39247, 2.91622], [-6.55405, -0.80765, 0.03003], [-6.99976, 0.53052, 1.08191], [-4.89340, 0.75079, -0.68977], [-4.81649, 1.53576, 0.90823], [-3.92749, -2.11123, 2.48722], [-4.67760, -2.51293, 0.91513]], "lumo_ev": 1.69, "multiplicity": 1, "homo_lumo_gap_ev": 5.13, "charge": -1, "homo_ev": -3.440}

[2]
{"formula": "C10H22F3N4O4PS", "method": "ωB97M-V with the def2-TZVPD basis set", "elements": ["C", "C", "N", "P", "C", "C", "C", "N", "C", "C", "C", "N", "O", "C", "N", "H", "H", "H", "H", "H", "H", "H", "H", "H", "H", "H", "H", "H", "H", "H", "H", "H", "H", "H", "H", "H", "H", "C", "F", "F", "F", "S", "O", "O", "O"], "xyz": [[2.63632, 0.43335, 0.20184], [1.62107, 0.15776, -0.90522], [0.61128, -0.88300, -0.59428], [-0.64681, -0.48362, 0.37254], [-0.31487, -0.79525, 2.11583], [-0.21857, -2.33709, 2.35508], [0.84799, -2.69069, 3.40195], [0.86954, -1.69088, 4.46160], [-1.33712, 1.12425, 0.03135], [-0.60851, 2.33555, 0.66364], [-0.62757, 3.55201, -0.31046], [0.59220, 3.74753, -1.10450], [-1.82319, -1.58417, -0.03033], [-2.86184, -1.51173, 0.75821], [-3.71119, -1.62352, 1.52739], [3.32974, 1.18786, -0.17308], [3.20280, -0.45734, 0.47879], [2.19879, 0.84435, 1.11471], [2.17814, -0.22397, -1.75991], [1.15557, 1.07450, -1.25121], [1.07889, -1.72014, -0.25730], [-1.07487, -0.34827, 2.75397], [0.65470, -0.37780, 2.38919], [-1.20080, -2.66663, 2.69779], [-0.04092, -2.86348, 1.41446], [0.58394, -3.67885, 3.79333], [1.81883, -2.74725, 2.90908], [1.65694, -1.81381, 5.08006], [0.00206, -1.68595, 4.98006], [-2.34961, 1.08929, 0.44605], [-1.45968, 1.21304, -1.05556], [-1.17444, 2.65266, 1.54017], [0.42231, 2.13378, 0.94840], [-0.76700, 4.46451, 0.27046], [-1.46545, 3.44434, -0.99808], [0.60134, 3.07745, -1.87051], [1.40845, 3.53746, -0.53964], [-0.58078, -1.20315, -4.94272], [-0.00599, -2.15329, -4.17890], [0.23521, -0.97355, -5.97726], [-1.71839, -1.71459, -5.42755], [-0.89095, 0.33109, -3.97836], [0.43268, 0.72287, -3.51720], [-1.76180, -0.12151, -2.90662], [-1.49843, 1.22590, -4.92726]], "lumo_ev": -0.14, "multiplicity": 1, "homo_lumo_gap_ev": 8.76, "homo_ev": -8.902}

[3]
{"formula": "C10H22FN3O3", "method": "ωB97M-V with the def2-TZVPD basis set", "elements": ["C", "C", "O", "C", "C", "O", "C", "C", "N", "C", "F", "C", "C", "C", "N", "N", "H", "H", "H", "H", "H", "H", "H", "H", "H", "H", "H", "H", "H", "H", "H", "H", "H", "H", "H", "H", "H", "O", "H"], "xyz": [[3.88212, 1.22794, 1.32146], [3.22363, 1.17296, -0.20372], [3.69212, -0.09152, -0.81359], [2.73105, -0.61238, -1.80029], [1.67950, -1.74266, -1.15820], [1.02942, -1.23565, 0.06017], [-0.19666, -1.97952, 0.38994], [-0.94804, -1.34770, 1.74392], [-1.86337, -0.26298, 1.13788], [-1.20979, 1.08585, 0.94212], [-1.01718, 1.65545, 2.32813], [-2.10435, 2.18481, 0.11936], [-1.07228, 3.12728, -0.79965], [-2.44609, -0.96000, -0.07096], [-3.73037, -0.75865, -0.59232], [-1.38910, -1.93612, -0.54004], [4.90132, 0.64037, 1.25080], [3.20523, 0.63881, 2.10327], [4.06931, 2.34114, 1.69411], [3.54477, 2.13537, -0.80740], [2.05553, 1.22794, -0.07453], [3.33572, -1.17349, -2.66140], [2.13585, 0.25055, -2.37022], [2.30423, -2.73343, -0.99054], [0.91463, -1.97556, -2.01357], [0.03389, -3.09647, 0.69385], [-0.24091, -0.98990, 2.62102], [-1.71250, -2.23318, 1.97772], [-0.14246, 1.06074, 0.46368], [-2.87321, 1.73725, -0.64062], [-2.62595, 2.93320, 0.85700], [-0.46659, 3.89750, -0.15618], [-1.71123, 3.71889, -1.61480], [-0.30058, 2.48543, -1.41286], [-3.89888, -0.43422, -1.57680], [-4.52271, -0.88422, 0.09667], [-1.22066, -2.02841, -1.56571], [-3.76608, -3.71850, 1.38219], [-3.27933, -3.32691, 0.68008]], "lumo_ev": -1.78, "multiplicity": 1, "homo_lumo_gap_ev": 4.80, "homo_ev": -6.585}

[4]
{"formula": "C10H22N2O3PS", "method": "ωB97M-V with the def2-TZVPD basis set", "elements": ["C", "C", "O", "C", "C", "C", "S", "C", "N", "N", "C", "C", "C", "C", "O", "P", "O", "H", "H", "H", "H", "H", "H", "H", "H", "H", "H", "H", "H", "H", "H", "H", "H", "H", "H", "H", "H", "H", "H"], "xyz": [[0.02118, 0.46100, -3.82153], [-0.89597, 0.77506, -2.64595], [-0.67007, 2.05488, -2.06233], [0.63603, 2.30781, -1.60664], [1.19575, 1.33341, -0.56278], [0.55139, 1.38791, 0.84147], [-1.02713, 2.33520, 0.89856], [-1.87883, 1.04130, 1.58696], [-3.20542, 1.08049, 1.84292], [-1.15444, -0.00170, 1.90509], [0.28717, 0.05866, 1.64828], [0.88135, -1.27515, 1.15267], [0.30488, -2.00023, -0.07705], [0.82850, -3.42472, -0.13213], [-1.12247, -1.98664, -0.11070], [1.10954, 0.29661, 3.33511], [2.44425, -0.31610, 3.43821], [0.29314, 1.38420, -4.33623], [-0.49243, -0.18152, -4.53606], [0.94063, -0.04561, -3.51778], [-1.93429, 0.80348, -2.97514], [-0.83980, -0.00259, -1.87758], [0.59985, 3.31333, -1.17276], [1.34532, 2.36623, -2.43952], [1.20787, 0.32327, -0.94689], [2.24402, 1.61397, -0.43577], [1.22853, 1.99129, 1.44655], [-3.65205, 1.91499, 1.48148], [-3.71499, 0.27021, 1.50725], [-1.56641, -0.83919, 2.29059], [0.81893, -1.98701, 1.98721], [1.95230, -1.10174, 1.02174], [0.61874, -1.50620, -0.99371], [0.66406, -3.93727, 0.82113], [1.90473, -3.43409, -0.31206], [0.33199, -3.97074, -0.93283], [-1.44484, -2.60245, 0.56382], [0.12037, -0.19296, 4.21253], [1.06865, 1.69262, 3.51390]], "lumo_ev": -3.33, "multiplicity": 1, "homo_lumo_gap_ev": 9.39, "charge": 1, "homo_ev": -12.723}

[5]
{"formula": "C10H22N3", "method": "ωB97M-V with the def2-TZVPD basis set", "elements": ["C", "C", "C", "C", "C", "C", "C", "C", "C", "C", "N", "N", "N", "H", "H", "H", "H", "H", "H", "H", "H", "H", "H", "H", "H", "H", "H", "H", "H", "H", "H", "H", "H", "H", "H"], "xyz": [[0.24977, -0.66903, -1.90808], [-1.75863, -0.81890, -0.55037], [-0.52204, 1.23801, -0.21405], [-0.66293, -1.62945, -1.20557], [0.43782, 0.60661, -1.14998], [-1.47683, 0.18925, 0.60398], [2.19825, 0.24543, 0.65065], [1.35913, 1.50891, -1.81619], [-2.77532, 0.90469, 1.09613], [-0.76419, -0.22322, 1.92234], [2.82928, -0.87937, 0.55286], [2.48719, 1.23916, 1.52660], [0.11268, -2.47947, -0.23955], [1.15064, -1.01942, -2.30577], [-0.30203, -0.33707, -2.88488], [-2.16002, -0.23586, -1.35478], [-2.53086, -1.46319, -0.10917], [0.08357, 1.88456, 0.41700], [-1.26311, 1.88759, -0.70053], [-1.27759, -2.33343, -1.87537], [0.76191, 1.80041, -2.69449], [2.45323, 1.27941, -1.94375], [1.49825, 2.40118, -1.21584], [-3.53515, 1.08078, 0.32074], [-2.37292, 1.80402, 1.67327], [-3.23910, 0.43160, 1.93954], [-0.78082, 0.57023, 2.57577], [0.23122, -0.60352, 1.76939], [-1.34768, -0.99879, 2.29997], [2.46562, -1.53810, -0.12962], [3.61883, -1.05764, 1.14221], [2.73332, 0.94601, 2.47476], [2.16171, 2.20831, 1.38434], [-0.43311, -2.58322, 0.54915], [0.36990, -3.35648, -0.60072]], "lumo_ev": [-3.95, -3.94], "multiplicity": 1, "homo_lumo_gap_ev": [8.40, 8.40], "charge": 1, "homo_ev": [-12.343, -12.344]}

[6]
{"formula": "C10H23Cl14N3O6", "method": "ωB97M-V with the def2-TZVPD basis set", "elements": ["C", "N", "O", "O", "H", "H", "H", "C", "N", "O", "O", "H", "H", "H", "C", "N", "O", "O", "H", "H", "H", "C", "Cl", "Cl", "H", "H", "C", "Cl", "Cl", "H", "H", "C", "Cl", "Cl", "H", "H", "C", "Cl", "Cl", "H", "H", "C", "Cl", "Cl", "H", "H", "C", "Cl", "Cl", "H", "H", "C", "Cl", "Cl", "H", "H"], "xyz": [[-4.32694, -0.39420, 1.30531], [-4.97445, -0.56429, -0.02090], [-4.89789, -1.61083, -0.67534], [-5.57906, 0.40034, -0.44749], [-3.36313, -0.90330, 1.30675], [-4.97681, -0.80640, 2.07724], [-4.08742, 0.66395, 1.41035], [1.84651, -0.04937, -3.94090], [2.53785, 1.21944, -3.58270], [3.72294, 1.23137, -3.32830], [1.84232, 2.19699, -3.63288], [1.22217, 0.07851, -4.82518], [1.24480, -0.40015, -3.10244], [2.63907, -0.71352, -4.28565], [5.69765, -0.07488, -0.49991], [4.35865, -0.57531, -0.07225], [3.67757, 0.17802, 0.57083], [4.02304, -1.71281, -0.44476], [5.64495, 0.19976, -1.55343], [6.44100, -0.84236, -0.28427], [5.87198, 0.82056, 0.09666], [2.02038, -4.49019, 2.67534], [1.60151, -4.63452, 0.95417], [1.28708, -5.69015, 3.77621], [3.09780, -4.55655, 2.82658], [1.72345, -3.50032, 3.02188], [-1.56910, 3.15303, 3.42847], [-1.28928, 1.44444, 2.88297], [-2.76164, 3.08819, 4.73290], [-0.61584, 3.48736, 3.83789], [-1.92332, 3.79459, 2.62161], [2.99379, 3.93141, 2.11519], [2.92483, 5.20098, 3.42213], [2.29541, 2.34550, 2.64750], [2.45827, 4.20994, 1.20759], [4.02387, 3.77447, 1.79518], [-3.14902, -0.76700, -3.50859], [-1.51677, -1.36566, -3.88976], [-4.31992, -1.98956, -4.03383], [-3.24098, -0.59804, -2.43570], [-3.33486, 0.12784, -4.10259], [0.41943, -0.05066, 0.28748], [-1.26673, -0.14331, -0.37468], [0.70005, -1.24687, 1.56113], [1.12949, -0.12437, -0.53622], [0.48309, 0.92862, 0.76188], [-1.86631, -3.96880, 1.27198], [-3.57145, -3.74856, 1.59095], [-1.53865, -4.40303, -0.39435], [-1.45025, -2.98660, 1.49619], [-1.48755, -4.77759, 1.89689], [-2.17615, 3.00909, -1.65299], [-3.58929, 3.08856, -0.47068], [-0.58938, 3.38566, -0.87829], [-2.08383, 2.03427, -2.13184], [-2.38290, 3.69617, -2.47353]], "lumo_ev": [-4.78, -10.05], "multiplicity": 2, "homo_lumo_gap_ev": [8.18, 2.91], "charge": 1, "s2": 0.76, "homo_ev": [-12.959, -12.958]}

Which formula does entry 5 have? C10H22N3

What is the formula in the third record? C10H22FN3O3